# 1
The following is a quantum chemistry calculation of a cluster of 16 separate species, C23H78N6O16 in total, from the OMol25 dataset.

XYZ file:
```
123
Properties=species:S:1:pos:R:3:lowdin_charge:R:1
C 1.57955 -1.06577 3.78364 -0.077
C 1.41673 -0.06084 4.88798 -0.298
O 1.49950 -0.62187 6.23486 -0.071
H 2.48173 -1.62899 3.83766 0.058
H 1.66477 -0.52211 2.79976 0.068
H 0.74145 -1.73021 3.71425 0.060
H 0.44724 0.47793 4.70438 0.107
H 2.11024 0.72957 4.83435 0.057
H 1.77824 0.16702 6.72801 0.079
C -2.92945 2.91980 -0.64488 -0.050
C -2.75556 2.69164 -2.21242 -0.241
O -2.72376 1.30518 -2.31401 -0.135
H -2.97760 3.99180 -0.49482 0.069
H -2.09747 2.55446 -0.04674 0.049
H -3.81544 2.52054 -0.24318 0.043
H -1.86121 3.09593 -2.55443 0.070
H -3.61539 3.16807 -2.67851 0.123
H -3.18232 1.02213 -3.14558 0.139
C 4.71167 1.07506 3.92182 -0.079
C 4.68218 0.46715 2.57815 -0.341
O 4.73052 1.45166 1.57345 -0.082
H 3.94525 1.86463 4.10345 0.082
H 5.63943 1.37812 4.42296 0.080
H 4.53304 0.28675 4.61808 0.064
H 3.70098 0.04330 2.44317 0.062
H 5.36500 -0.37069 2.27276 0.125
H 4.53857 1.03394 0.73255 0.065
C 3.05390 1.12069 -2.80820 -0.085
C 3.30753 1.14655 -4.27535 -0.292
O 2.23012 0.50026 -5.01622 -0.137
H 3.04503 0.09524 -2.48726 0.046
H 2.08323 1.60024 -2.44994 0.070
H 3.89895 1.56816 -2.29131 0.090
H 4.24920 0.60310 -4.54542 0.121
H 3.52129 2.21569 -4.58878 0.120
H 2.04844 0.83998 -5.94353 0.129
C -5.99032 0.14291 0.10286 -0.094
C -5.43829 0.08428 -1.27774 -0.302
O -4.33048 -0.77463 -1.43875 -0.093
H -5.38027 0.67676 0.81785 0.051
H -6.34245 -0.75025 0.67062 0.100
H -6.85324 0.78635 0.13474 0.070
H -5.14462 1.11695 -1.52038 0.100
H -6.24060 -0.23659 -1.96599 0.121
H -3.57982 -0.31248 -1.81269 0.023
C 0.06962 5.49052 -3.75769 -0.089
C 1.07379 4.58133 -4.42364 -0.300
O 1.02715 3.21395 -4.09029 -0.081
H -0.97889 5.24529 -3.90725 0.074
H 0.14093 6.46851 -4.26745 0.087
H 0.25927 5.63846 -2.71140 0.039
H 2.10319 4.89571 -4.20383 0.117
H 0.81536 4.60354 -5.54163 0.139
H 1.00261 3.07774 -3.18255 -0.003
C -2.07086 0.00403 3.02879 -0.053
C -2.49334 0.12447 1.57261 -0.285
O -3.13451 -1.07166 1.14356 -0.086
H -2.89411 -0.33430 3.68530 0.098
H -1.66809 0.97805 3.36903 0.083
H -1.23615 -0.71012 2.97773 0.055
H -1.65092 0.27117 0.97788 0.055
H -3.22993 0.92316 1.33238 0.101
H -3.51508 -1.05620 0.29519 0.018
C -2.43979 -3.89926 3.17333 -0.700
O -1.93550 -5.03983 3.70273 -0.100
N -3.57756 -3.40951 3.39556 0.194
N -1.70794 -3.08855 2.48460 0.129
H -4.17151 -4.08515 3.95652 0.169
H -3.94246 -2.68347 2.87782 0.073
H -0.72081 -3.37476 2.20845 0.091
H -2.04498 -2.12264 2.19791 0.087
C -0.86078 -1.01221 -3.46744 -0.571
O -1.67315 -1.32606 -2.35875 -0.148
N -0.90232 -1.71004 -4.56465 0.181
N -0.10262 0.03715 -3.44138 0.191
H -1.53148 -2.48860 -4.74162 0.131
H -0.60719 -1.18272 -5.38488 0.123
H 0.70007 0.14404 -4.04348 0.063
H 0.04550 0.48798 -2.49246 0.066
C 0.65424 0.17641 -0.29985 -0.646
O 1.93365 0.41475 0.19386 -0.126
N 0.14106 -0.95715 -0.25379 0.221
N -0.03431 1.07898 -0.94268 0.139
H 0.65940 -1.78242 0.21143 0.146
H -0.62600 -1.23460 -0.85638 0.077
H 0.30935 2.06183 -0.96025 0.060
H -1.04965 1.04379 -1.22746 0.111
C -0.25385 4.58304 -0.39886 -0.106
O 0.64305 3.59638 -0.92719 -0.153
H -0.74623 4.21715 0.46962 0.063
H -0.97224 4.81664 -1.16625 0.062
H 0.36876 5.41577 -0.09670 0.100
H 1.51984 3.70220 -0.52017 0.121
C 2.39096 -2.41183 -1.99213 -0.122
O 1.78940 -3.53965 -1.35596 -0.115
H 3.28931 -2.66904 -2.65651 0.129
H 2.80974 -1.85777 -1.16317 0.060
H 1.69707 -1.75422 -2.42850 0.042
H 1.35304 -4.08302 -1.99274 0.091
C 0.67633 -4.95693 1.81303 -0.156
O 0.43809 -3.80017 1.08665 -0.178
H -0.09168 -5.73484 1.60719 0.102
H 0.52639 -4.86737 2.88672 0.075
H 1.73277 -5.27637 1.73314 0.096
H 0.87152 -3.90983 0.23246 0.049
C -2.83576 -3.96761 -0.89961 -0.178
O -2.73034 -4.55153 0.36555 -0.127
H -1.89166 -3.53629 -1.23474 0.046
H -3.51410 -3.07726 -0.89627 0.070
H -3.11155 -4.63700 -1.68179 0.064
H -2.34732 -3.87413 0.98789 0.033
C 3.78496 -2.78813 1.55814 -0.139
O 4.07808 -3.66311 0.47392 -0.086
H 4.15859 -3.15910 2.51288 0.095
H 2.76882 -2.46238 1.67714 0.055
H 4.42005 -1.96984 1.35567 0.043
H 3.56548 -3.28260 -0.19271 -0.022
C 1.03148 2.18964 2.44364 -0.144
O 1.33833 2.82728 3.65124 -0.107
H 0.35592 1.39309 2.40905 0.039
H 2.06995 1.75856 2.27147 0.086
H 0.84596 2.90020 1.65186 0.057
H 2.09006 3.37108 3.59093 0.054
```

The charge is 0. Its energy relative to the best compared isomer or geometry (same formula, charge and spin) is 45.1 kcal/mol.


# 2
The following is a quantum chemistry calculation of a cluster of 18 separate species, C23H80NO19 in total, from the OMol25 dataset.

XYZ file:
```
123
Properties=species:S:1:pos:R:3:lowdin_charge:R:1
C -2.88558 0.38258 0.26506 -0.100
C -2.71680 1.48615 -0.78684 -0.213
C -1.50719 2.38410 -0.47504 -0.317
C -0.24072 1.65279 -0.93501 -0.071
C -1.48088 2.86120 0.98719 -0.292
N -0.28816 2.38618 1.71517 0.039
C -1.55575 4.41838 1.02110 -0.666
O -2.59197 4.91269 0.50277 -0.078
O -0.60742 5.03913 1.57835 -0.073
H -3.11181 0.77319 1.24949 0.054
H -3.68941 -0.29192 0.00307 0.048
H -1.97281 -0.20301 0.28228 0.066
H -2.54972 0.99518 -1.73010 0.077
H -3.59494 2.12019 -0.86372 0.110
H -1.63281 3.26574 -1.08686 0.119
H -0.36503 0.57823 -0.90468 0.041
H 0.66498 1.96014 -0.42900 0.069
H -0.09715 1.89158 -1.98582 0.073
H -2.36992 2.55536 1.53059 0.111
H -0.47754 2.49270 2.70258 0.060
H -0.16566 1.38726 1.57176 0.047
C -0.24222 8.15483 3.07250 -0.163
O -0.62115 6.94467 3.69163 -0.151
H 0.21506 8.77636 3.84404 0.055
H 0.47408 7.97915 2.26622 0.083
H -1.11943 8.67580 2.67264 0.080
H -1.03108 6.38025 3.00766 0.057
C -1.74862 -1.02345 3.89828 -0.136
O -1.87459 -1.95884 2.82265 -0.143
H -0.82964 -0.46396 3.74625 0.076
H -2.58999 -0.33063 3.90506 0.056
H -1.69539 -1.54829 4.85918 0.068
H -2.69108 -2.44684 2.94658 0.071
C -5.08262 -0.86239 -2.79989 -0.151
O -3.71583 -0.85024 -2.42399 -0.135
H -5.60820 -0.16046 -2.15611 0.080
H -5.21018 -0.55044 -3.84193 0.074
H -5.51765 -1.86024 -2.66883 0.067
H -3.25991 -1.47745 -2.99182 0.067
C -3.72098 2.45861 5.76008 -0.147
O -3.87350 1.51585 4.70256 -0.134
H -2.79864 3.00440 5.58377 0.081
H -4.55367 3.16620 5.77456 0.075
H -3.65780 1.95332 6.72894 0.071
H -4.69207 1.03891 4.85565 0.069
C 1.96139 -1.80101 -1.68066 -0.138
O 0.55433 -1.55787 -1.68535 -0.123
H 2.34349 -1.50272 -0.71018 0.067
H 2.16128 -2.86353 -1.83538 0.059
H 2.45736 -1.21850 -2.46106 0.067
H 0.21535 -1.82393 -2.54237 0.069
C 2.23620 -1.85051 2.59399 -0.139
O 2.17144 -2.74911 1.48643 -0.133
H 3.17563 -1.30622 2.53180 0.078
H 1.40787 -1.13868 2.55213 0.072
H 2.19731 -2.40567 3.53210 0.052
H 1.33662 -3.21918 1.54696 0.070
C 5.27519 -3.98992 -3.11906 -0.145
O 3.88400 -4.32441 -3.09442 -0.138
H 5.51904 -3.63904 -4.11484 0.052
H 5.48740 -3.19726 -2.39575 0.087
H 5.88376 -4.86403 -2.89584 0.064
H 3.67910 -4.63098 -2.20821 0.067
C -0.40734 -4.26560 4.84070 -0.148
O 0.96605 -3.89872 4.94897 -0.125
H -0.89490 -3.53389 4.20062 0.045
H -0.51049 -5.25757 4.39026 0.076
H -0.89050 -4.26275 5.82242 0.078
H 1.39894 -4.54540 5.51045 0.072
C 0.53508 11.59691 4.83826 -0.172
O -0.29394 11.45268 5.98775 -0.132
H 0.96136 12.59771 4.85138 0.070
H 1.34474 10.86261 4.85708 0.072
H -0.05447 11.46936 3.92650 0.074
H -0.67125 10.56351 5.97259 0.048
C -3.16573 8.40686 5.44814 -0.150
O -1.82959 8.36451 5.93161 -0.145
H -3.72594 9.11208 6.05944 0.065
H -3.18479 8.74097 4.40684 0.075
H -3.63204 7.42163 5.52249 0.079
H -1.34716 7.73606 5.37371 0.037
C 7.90447 -5.61622 -6.12180 -0.143
O 7.11110 -5.64145 -4.93978 -0.133
H 8.32730 -4.62182 -6.23669 0.082
H 8.71844 -6.34229 -6.04930 0.058
H 7.28469 -5.83791 -6.99389 0.065
H 6.74159 -6.52921 -4.86069 0.055
C 4.93804 -4.92358 -9.03870 -0.153
O 6.28846 -4.48155 -9.15121 -0.132
H 4.92598 -5.78155 -8.37139 0.072
H 4.30413 -4.14025 -8.61642 0.073
H 4.54248 -5.22521 -10.01234 0.074
H 6.29893 -3.72158 -9.73711 0.071
C -3.75619 -4.68582 -2.44543 -0.168
O -2.73412 -3.81819 -1.97537 -0.117
H -4.18278 -4.24819 -3.34617 0.073
H -3.34612 -5.67103 -2.68657 0.073
H -4.54235 -4.79409 -1.69320 0.073
H -2.36719 -4.20840 -1.17850 0.078
C 4.34994 -1.37367 -5.91685 -0.158
O 3.53623 -1.32025 -4.75460 -0.127
H 4.80410 -0.39442 -6.04668 0.078
H 5.14355 -2.11978 -5.80904 0.062
H 3.75294 -1.60550 -6.80502 0.071
H 3.13351 -2.18667 -4.63756 0.062
C 8.03761 -9.08808 -5.44226 -0.151
O 6.63038 -8.84697 -5.42558 -0.124
H 8.43565 -8.79181 -4.47555 0.086
H 8.25356 -10.14618 -5.60841 0.077
H 8.51014 -8.49192 -6.22466 0.063
H 6.27597 -9.10319 -6.28000 0.079
C -4.88138 -7.96425 -0.46981 -0.159
O -3.85216 -7.11091 0.01945 -0.131
H -5.29054 -7.50566 -1.36621 0.072
H -4.48394 -8.95008 -0.72588 0.075
H -5.68082 -8.07586 0.26743 0.076
H -3.48865 -7.51319 0.81127 0.071
C -6.06649 11.34387 5.16988 -0.164
O -6.60884 10.15041 5.72918 -0.129
H -5.53358 11.08246 4.26026 0.078
H -6.85942 12.05628 4.92398 0.071
H -5.36674 11.80726 5.87049 0.075
H -7.07135 10.39511 6.53319 0.067
```

The charge is -1.


# 3
The following is a quantum chemistry calculation of a cluster of 24 separate species, C23H94O24 in total, from the OMol25 dataset.

XYZ file:
```
141
Properties=species:S:1:pos:R:3:lowdin_charge:R:1
C 5.01160 2.69649 -1.05219 -0.133
O 3.81450 2.18242 -0.48412 -0.144
H 5.35336 2.27260 -1.99644 0.088
H 4.76357 3.74990 -1.18224 0.083
H 5.90151 2.64599 -0.42479 0.079
H 3.28284 2.00046 -1.26248 0.029
C 0.61666 -3.71255 4.13589 -0.156
O 0.89613 -2.75873 5.15695 -0.123
H -0.05509 -4.47294 4.53422 0.063
H 0.09183 -3.19233 3.33462 0.076
H 1.53976 -4.22640 3.86767 0.081
H 1.23431 -3.21544 5.93067 0.083
C -0.28730 -0.64077 0.13873 -0.137
O 0.63450 0.30374 0.64144 -0.115
H 0.20860 -1.25090 -0.61619 0.064
H -0.62197 -1.27515 0.95951 0.073
H -1.19288 -0.20020 -0.27832 0.085
H 0.69350 1.05064 0.04122 0.070
C 2.88850 -2.62251 -6.90643 -0.076
C 1.88788 -3.26364 -5.92269 -0.349
O 1.57230 -2.32968 -4.97453 -0.077
H 2.53227 -1.63916 -7.21337 0.069
H 3.13335 -3.21649 -7.78696 0.068
H 3.83497 -2.47018 -6.38770 0.058
H 2.42454 -4.13472 -5.54674 0.105
H 0.97364 -3.62470 -6.39375 0.110
H 1.32789 -2.75050 -4.14701 0.027
C 6.38619 1.68561 2.93569 -0.097
C 5.66416 0.52385 2.46723 -0.401
O 5.56837 0.46814 1.10312 -0.057
H 7.37292 1.83075 2.49590 0.087
H 6.34127 1.57459 4.01908 0.083
H 5.79476 2.59168 2.80404 0.069
H 4.74162 0.34220 3.01862 0.104
H 6.19005 -0.39723 2.71852 0.116
H 4.87696 1.05602 0.79013 0.037
C -3.91347 3.49610 -1.27115 -0.074
C -4.89467 4.19393 -0.30515 -0.228
O -5.38927 3.30725 0.76674 -0.098
H -3.31820 4.20644 -1.84490 0.058
H -4.53816 2.91627 -1.95059 0.069
H -3.18384 2.81554 -0.83231 0.071
H -5.66655 4.77870 -0.80548 0.116
H -4.21723 4.93200 0.12431 0.074
H -4.81125 3.42298 1.52443 0.028
C -2.35417 1.58480 4.24964 -0.063
C -2.92975 2.99133 4.27053 -0.268
O -3.50129 3.33689 2.97071 -0.114
H -2.52477 1.25300 5.27380 0.071
H -1.29394 1.56867 3.99712 0.061
H -3.06461 0.97158 3.69527 0.079
H -2.16842 3.76180 4.39229 0.103
H -3.66394 3.14642 5.06111 0.109
H -3.54755 4.29360 2.90603 0.060
C 5.36949 -2.29888 -2.44556 -0.099
C 6.59866 -1.87344 -3.18016 -0.293
O 6.30997 -2.12631 -4.59001 -0.100
H 4.47741 -1.70558 -2.64631 0.077
H 5.61559 -2.44282 -1.39351 0.075
H 5.15332 -3.33278 -2.71468 0.063
H 7.45938 -2.43202 -2.81238 0.109
H 6.88054 -0.82184 -3.12755 0.107
H 6.77354 -2.94507 -4.78064 0.070
C 3.04938 -6.02095 -0.32895 -0.087
C 2.63822 -5.30893 -1.59349 -0.296
O 1.24984 -5.51188 -1.75770 -0.103
H 2.58475 -5.58117 0.55355 0.063
H 4.10086 -5.76744 -0.19395 0.077
H 3.00285 -7.10438 -0.21881 0.086
H 3.16214 -5.72199 -2.45544 0.116
H 2.89351 -4.25020 -1.54852 0.106
H 0.83923 -5.85026 -0.95864 0.015
C -3.13035 -3.36335 4.51059 -0.086
C -4.63104 -3.65635 4.81497 -0.290
O -5.21338 -4.35216 3.73362 -0.085
H -2.39779 -4.12117 4.78839 0.044
H -2.77708 -2.48022 5.04293 0.067
H -2.81909 -3.32592 3.46665 0.063
H -5.12707 -2.70308 4.99752 0.106
H -4.67497 -4.34496 5.65877 0.108
H -5.59286 -5.19157 4.00375 0.079
C 0.92800 3.77503 3.20065 -0.054
C 2.27603 3.31283 2.60045 -0.273
O 2.60230 4.13154 1.48722 -0.099
H 1.00274 4.50388 4.00768 0.074
H 0.56274 2.89667 3.73278 0.054
H 0.18955 4.06051 2.45145 0.069
H 2.24206 2.29748 2.20548 0.098
H 3.03293 3.28332 3.38425 0.109
H 3.29494 3.74039 0.94977 0.055
C -7.41011 -1.39104 0.07886 -0.089
C -6.40181 -0.25028 0.10699 -0.333
O -7.00463 1.02844 0.09027 -0.076
H -8.22456 -1.07419 0.73028 0.071
H -7.06580 -2.33941 0.49134 0.063
H -7.84520 -1.71432 -0.86682 0.067
H -5.68983 -0.42631 -0.69935 0.093
H -5.77085 -0.24422 0.99578 0.106
H -6.39336 1.62971 0.52204 0.033
C -1.08624 7.40528 1.78451 -0.075
C -2.13754 6.48724 1.15586 -0.300
O -1.61445 6.14842 -0.11288 -0.104
H -1.22663 7.43372 2.86506 0.063
H -1.21404 8.43220 1.44217 0.073
H -0.04507 7.12557 1.62375 0.076
H -3.08093 6.99199 0.94769 0.114
H -2.28058 5.55824 1.70776 0.086
H -0.93999 5.47436 -0.00182 0.027
O -3.49939 -3.03676 -3.19309 -0.040
H -4.24925 -2.55422 -2.84507 0.042
H -3.05382 -3.37924 -2.41823 -0.024
O 0.33542 -2.89511 -2.65242 -0.041
H 0.67407 -3.54834 -2.04018 0.024
H -0.50387 -2.62757 -2.27795 0.021
O -2.03069 -4.25472 -1.19030 -0.023
H -2.32259 -5.13268 -0.94491 0.059
H -1.38218 -4.02288 -0.52552 0.035
O 2.24288 -0.74142 3.16032 -0.045
H 1.55217 -1.23453 3.60303 -0.009
H 1.80789 -0.34307 2.40644 -0.005
O 0.61031 4.47155 -0.51165 -0.035
H 1.34648 4.32064 0.08124 0.002
H 0.99916 4.45499 -1.38615 0.048
O -1.05634 5.08475 -3.02505 -0.050
H -1.12672 5.17602 -2.07480 -0.018
H -1.04455 4.13947 -3.17513 -0.015
O -1.25888 -0.86967 -3.82480 -0.035
H -1.94592 -1.47416 -3.54406 0.009
H -0.46171 -1.39946 -3.83288 0.007
O -3.65708 0.78859 -4.96640 -0.046
H -2.92134 0.19509 -4.81577 -0.012
H -3.58653 1.02859 -5.89034 0.036
O -0.82475 2.07602 -3.19719 -0.038
H -1.64526 1.58441 -3.23370 0.035
H -0.49121 2.05322 -4.09410 0.067
O -0.14996 -5.74362 0.49536 -0.026
H -0.86739 -6.37725 0.48963 0.071
H 0.47932 -6.09926 1.12284 0.058
O 1.92126 1.59502 -2.46336 -0.025
H 0.97872 1.65427 -2.61931 0.000
H 2.22101 0.91082 -3.06190 0.060
```

The charge is 0.


HOMO level in Eh, matching the order above: -0.300; -0.151; -0.342
E_tot in Ha, matching the order above: -2455.2163; -2408.3566; -2738.2366